Below is a cluster of 2 separate species, C3H8OS in total, with properties calculated with the ωB97M-V functional and the def2-TZVPD basis.

Last column: Löwdin charge in e.
Positions of all 13 atoms, in Å:
C1 -2.114 0.618 1.356  -0.147
O1 -2.244 1.516 0.513  -0.065
H1 -2.347 -0.489 1.135  0.095
H2 -1.736 0.830 2.411  0.093
C2 0.333 0.725 -1.011  -0.429
S1 1.060 -0.444 0.192  0.701
C3 1.643 -1.717 -0.936  -0.456
H3 1.018 0.893 -1.789  0.001
H4 -0.621 0.300 -1.411  0.048
H5 0.152 1.737 -0.538  0.053
H6 2.049 -2.592 -0.326  0.056
H7 2.441 -1.294 -1.533  0.021
H8 0.872 -2.155 -1.564  0.030

Values from the calculation:
- Molar mass: 92.2 g/mol
- Energy above the lowest of the compared OMol25 structures with the same formula, charge and spin: 105.7 kJ/mol
- HOMO-LUMO gap: 9.348 eV
- Spin multiplicity: 1
- DFT total energy: -592.47778 Ha
- Charge: 0
- LUMO: 0.7 eV



Below is the molecule C6H8, with properties calculated with the ωB97M-V functional and the def2-TZVPD basis.

Last column: Löwdin charge in e.
Positions of all 14 atoms, in Å:
C1 2.792 0.177 -0.417  0.113
C2 1.858 -0.411 0.060  -0.146
C3 0.588 -1.079 0.423  -0.142
C4 -0.637 -0.154 -0.060  -0.328
C5 -1.882 -0.658 -0.370  0.025
C6 -0.605 1.301 0.209  -0.101
H1 3.718 0.568 -0.663  0.006
H2 0.385 -2.016 -0.095  0.106
H3 0.528 -1.112 1.518  0.116
H4 -2.738 -0.028 -0.585  0.047
H5 -2.031 -1.754 -0.658  0.076
H6 0.144 1.866 -0.248  0.044
H7 -0.604 1.623 1.250  0.089
H8 -1.515 1.678 -0.362  0.095

Values from the calculation:
- Molar mass: 80.1 g/mol
- Energy above the lowest of the compared OMol25 structures with the same formula, charge and spin: 223.9 kJ/mol
- HOMO-LUMO gap: 10.414 eV
- Spin multiplicity: 1
- DFT total energy: -233.30172 Ha
- Charge: 0
- LUMO: 1.0 eV